[1]
84
Properties=species:S:1:pos:R:3:forces:R:3 method="wB97M-V/def2-TZVPD" orbital_gap_ha=0.28117 e_above_lowest_kcal_mol=7.6 total_charge=0 e_homo_ev=-7.4352 energy_ha=-2996.6386
Cd 0.198028 -0.618107 0.550667 -0.065 0.012 -0.851
O 0.548376 -2.082837 -3.356596 -0.182 -0.146 0.093
C 0.220627 -2.097791 -2.185789 0.130 -0.177 -0.207
N -0.495391 -1.169490 -1.506142 0.134 0.110 0.277
C -1.581781 -0.556759 -1.993846 -0.473 -0.200 -0.089
O -2.253995 -0.893852 -2.956420 0.073 0.118 -0.073
C -2.045469 0.620977 -1.160602 -0.624 0.342 -0.267
C -2.982162 1.475200 -1.733037 -0.015 -0.154 0.030
C -3.418134 2.573432 -1.021761 0.119 -0.071 0.103
C -2.908153 2.780774 0.250128 0.047 -0.082 -0.011
C -1.993631 1.871323 0.754267 -0.027 0.293 0.257
N -1.564550 0.822298 0.064163 -0.284 0.022 -0.381
C 0.635878 -3.221527 -1.264317 0.054 -0.537 -0.244
C 0.504503 -4.538525 -1.695889 0.064 0.115 0.074
C 0.781621 -5.562911 -0.806098 0.039 0.167 0.093
C 1.204131 -5.236478 0.474032 -0.012 0.056 -0.072
C 1.311853 -3.897869 0.813776 0.182 -0.172 0.264
N 1.027482 -2.911536 -0.028332 -0.022 0.158 -0.215
H -3.323975 1.258225 -2.730799 -0.065 -0.053 -0.097
H -4.131933 3.263379 -1.445964 -0.057 0.048 -0.066
H -3.207563 3.634141 0.835350 -0.035 0.067 0.151
H -1.579655 1.987807 1.749952 0.012 -0.007 0.005
H 0.160305 -4.732080 -2.698597 0.025 0.010 -0.140
H 0.666219 -6.598051 -1.092755 -0.012 -0.046 -0.077
H 1.439188 -6.000173 1.200116 -0.003 -0.014 0.049
H 1.631035 -3.602505 1.806267 -0.032 0.063 0.025
Cl 1.812973 1.679634 1.682189 0.255 0.234 0.724
C 2.362606 2.950719 0.632968 -0.052 0.122 -0.531
C 2.990865 4.070642 1.155333 -0.014 -0.063 0.158
C 3.410775 5.075615 0.300823 -0.033 -0.099 0.059
C 3.207763 4.958661 -1.065007 0.015 0.016 -0.113
C 2.582096 3.838901 -1.577813 0.109 0.009 0.176
C 2.143352 2.821122 -0.736134 -0.331 -0.275 0.243
P 1.231453 1.334738 -1.348176 0.908 0.583 -0.437
C 0.192036 2.127548 -2.617476 -0.203 -0.102 0.163
C -0.306909 3.416595 -2.447286 0.023 -0.091 0.065
C -1.149204 3.970008 -3.393800 -0.040 0.077 -0.029
C -1.498628 3.238359 -4.515932 0.010 -0.016 -0.081
C -1.024948 1.945626 -4.678014 -0.119 -0.018 -0.053
C -0.190353 1.381067 -3.731036 0.041 0.147 -0.025
C 2.561154 0.649385 -2.395262 -0.200 -0.132 0.111
C 3.282080 -0.425493 -1.888313 -0.159 0.104 0.044
C 4.314946 -0.972584 -2.625654 0.183 -0.118 -0.020
C 4.629189 -0.454240 -3.870018 0.042 -0.041 -0.002
C 3.912161 0.616662 -4.377356 0.052 0.045 -0.101
C 2.880958 1.170005 -3.644620 0.075 -0.054 0.027
H 3.135251 4.153852 2.220126 0.045 -0.005 0.138
H 3.897473 5.950601 0.702934 0.036 0.079 0.070
H 3.524531 5.744128 -1.734053 0.074 0.082 -0.038
H 2.412692 3.762363 -2.641226 0.003 -0.013 -0.060
H -0.022611 3.994012 -1.579330 -0.056 0.045 0.062
H -1.532128 4.972027 -3.258835 0.009 0.071 0.015
H -2.129526 3.677685 -5.273292 -0.129 0.035 -0.058
H -1.325670 1.367651 -5.537898 0.011 -0.087 -0.101
H 0.170709 0.369294 -3.865762 -0.009 -0.080 -0.011
H 3.021321 -0.835421 -0.915705 0.043 -0.032 -0.059
H 4.873654 -1.809446 -2.236369 0.049 -0.110 0.058
H 5.427920 -0.888402 -4.451633 0.088 -0.061 -0.042
H 4.152352 1.020009 -5.350357 0.033 0.012 -0.081
H 2.313897 1.992256 -4.058349 0.010 -0.006 -0.013
N 0.148617 -0.964565 2.545213 0.542 0.028 0.602
C -0.816594 -1.374156 3.230771 -0.113 0.008 0.106
C -0.594748 -1.569712 4.695896 -0.012 -0.081 0.331
C -1.075342 -2.687064 5.370686 0.002 0.111 -0.052
C -0.765066 -2.880541 6.706621 -0.015 -0.096 0.083
C 0.013354 -1.955775 7.382599 0.011 -0.075 0.127
C 0.479319 -0.830648 6.722294 0.042 0.066 -0.030
C 0.186183 -0.646196 5.384867 -0.121 -0.041 -0.062
C -2.202721 -1.667446 2.723637 -0.154 -0.085 -0.107
C -2.397987 -2.229362 1.463314 0.126 -0.066 0.165
C -3.674437 -2.445262 0.973136 0.057 -0.059 -0.147
C -4.782284 -2.111712 1.734674 -0.025 -0.001 -0.024
C -4.603071 -1.573868 2.997660 -0.065 0.028 0.004
C -3.326809 -1.353067 3.486690 0.116 0.028 -0.010
H -1.677933 -3.415906 4.844835 -0.068 -0.013 -0.036
H -1.134823 -3.756240 7.222086 0.012 -0.061 0.030
H 0.266180 -2.116257 8.420312 -0.031 0.000 0.110
H 1.074229 -0.096078 7.245791 0.064 0.025 0.069
H 0.558952 0.210971 4.844500 0.058 0.065 -0.057
H -1.537096 -2.538724 0.876772 -0.097 0.016 0.014
H -3.799616 -2.889596 -0.003081 -0.029 -0.024 -0.121
H -5.778700 -2.276643 1.350919 -0.057 -0.040 -0.033
H -5.463427 -1.336843 3.606994 -0.046 0.082 0.047
H -3.203258 -0.925956 4.471373 0.063 0.009 0.101

---

[2]
61
Properties=species:S:1:pos:R:3:forces:R:3 method="wB97M-V/def2-TZVPD" orbital_gap_ha="0.28919 / 0.24713" e_above_lowest_kcal_mol=0.0 total_charge=+1 e_homo_ev="-11.7012 / -11.7011" energy_ha=-4573.2715 multiplicity=2
Tl 0.270120 0.123430 -0.448426 0.321 0.099 -0.282
O -4.023053 -1.367642 -0.316620 -0.185 0.019 0.573
C -2.805783 -1.021595 -0.654467 0.470 0.100 0.076
O -1.852530 -1.074463 0.101353 -0.369 -0.150 -0.074
C -2.683686 -0.494424 -2.051720 -0.089 -0.054 -0.077
C -3.760840 -0.431554 -2.921665 0.005 -0.012 0.003
C -3.552817 0.140236 -4.166303 0.002 -0.001 -0.004
C -2.304119 0.655299 -4.473561 -0.019 -0.005 -0.013
C -1.291557 0.564523 -3.529612 0.039 0.037 0.009
N -1.480164 -0.032009 -2.361369 -0.037 0.015 0.137
C 0.079117 1.195314 -3.664569 -0.060 0.013 -0.065
O 0.410084 1.767384 -4.810225 0.032 0.005 0.049
O 0.857650 1.180887 -2.746065 0.042 0.034 -0.017
H -4.045720 -1.514902 0.656397 -0.069 -0.043 -0.386
H -4.726155 -0.812230 -2.622777 -0.006 0.007 -0.008
H -4.361966 0.209680 -4.879844 0.002 -0.002 -0.001
H -2.158011 1.140139 -5.429223 -0.001 0.006 0.003
H -0.313916 1.794133 -5.446061 -0.017 -0.014 -0.015
C 1.011023 -3.112986 2.570066 0.009 -0.016 -0.016
C 0.218790 -2.088540 2.061701 -0.036 -0.012 -0.033
N 0.905356 -1.371911 1.176619 0.028 0.004 0.129
N 2.142323 -1.914285 1.087022 0.093 0.029 0.015
C 2.216144 -2.972709 1.913686 -0.021 -0.017 -0.031
B 3.192888 -1.483981 0.001412 0.004 -0.030 0.076
N 2.584141 -1.896425 -1.374629 -0.091 -0.050 0.030
C 3.035160 -2.680101 -2.367850 -0.007 0.006 0.044
C 2.032501 -2.828143 -3.306518 0.004 -0.019 -0.024
C 0.971062 -2.086111 -2.808552 0.015 -0.017 0.022
N 1.302121 -1.530080 -1.645555 0.011 0.045 -0.066
N 3.410895 0.052277 0.020846 0.014 0.032 0.114
C 4.573021 0.726091 0.106999 -0.034 -0.025 -0.039
C 4.299048 2.077557 0.077691 0.017 0.013 -0.010
C 2.912335 2.155658 -0.035980 -0.032 -0.012 -0.082
N 2.393609 0.933441 -0.070146 0.006 -0.127 -0.006
N 4.514421 -2.139027 0.339472 -0.002 0.006 -0.068
C 5.159797 -2.056295 1.536607 -0.038 0.017 -0.015
C 6.418836 -2.565765 1.374036 0.019 0.002 0.014
C 6.471369 -2.930061 0.013712 -0.025 0.007 0.006
N 5.336697 -2.662936 -0.602384 0.021 -0.005 -0.007
H 0.746477 -3.861287 3.295528 -0.007 0.010 0.004
H -0.816413 -1.859882 2.248484 -0.011 0.049 0.064
H 3.111596 -3.566147 1.970680 0.002 0.004 0.013
H 4.034334 -3.073409 -2.317592 0.006 -0.004 -0.008
H 2.071790 -3.401419 -4.215197 -0.003 0.001 -0.001
H -0.011739 -1.938394 -3.222318 0.000 0.009 -0.008
H 5.511135 0.201191 0.173686 0.005 0.012 0.015
H 5.004996 2.887049 0.124494 -0.008 0.006 0.003
H 2.267511 3.016651 -0.109693 0.013 0.013 0.019
H 4.680480 -1.629858 2.402927 0.002 -0.007 0.006
H 7.186046 -2.662844 2.121822 0.005 -0.004 -0.007
H 7.285222 -3.375745 -0.535168 0.004 0.002 0.003
O -0.500643 0.999548 3.214075 -0.140 -0.078 0.056
N -0.952578 0.844223 4.309396 -0.050 -0.013 0.132
C -2.061923 0.360318 4.773969 0.184 0.103 -0.155
C -2.257262 0.329851 6.189046 -0.002 0.013 0.038
N -2.437953 0.294394 7.321216 -0.003 -0.011 0.000
C -3.063511 -0.137401 3.876546 0.195 0.074 0.137
N -3.835788 -0.544286 3.135188 -0.113 -0.155 -0.378
Se -0.929121 2.272490 0.350389 -0.099 0.092 0.195
C -1.475822 2.841114 -1.303817 0.034 0.029 -0.058
N -1.822955 3.207870 -2.340183 -0.031 -0.034 -0.030

---

[3]
59
Properties=species:S:1:pos:R:3:forces:R:3 method="wB97M-V/def2-TZVPD" orbital_gap_ha=0.05445 total_charge=+1 e_homo_ev=-8.4724 energy_ha=-9634.6278
O 2.443228 -1.630044 -2.013187 -0.443 -0.361 0.818
C 1.736929 -0.939371 -1.337399 0.720 -0.370 -1.360
F 1.156609 -1.540007 -0.291370 -0.395 0.593 0.354
C 1.429791 0.495276 -1.595956 -1.208 0.337 1.431
B 0.123676 0.993944 -0.826903 1.327 -0.555 -0.907
O 0.194506 1.103059 0.541533 -0.275 1.129 -0.201
B -0.921659 1.819348 0.949641 -0.165 -0.785 1.102
Br -0.817239 3.485313 1.895966 0.095 -0.621 -0.624
O -2.130440 1.289793 0.566061 0.290 1.102 -0.523
B -2.160874 1.463775 -0.811719 -1.209 -0.219 0.020
C -3.550482 1.821318 -1.476312 0.724 -0.012 -0.741
C -4.295827 0.597468 -2.027535 -0.532 0.096 0.366
C -5.177880 -0.176417 -1.027834 0.543 -0.059 0.096
O -4.786142 0.054425 0.294145 0.243 0.469 -0.233
O -0.999637 1.336304 -1.550990 -0.269 -0.085 0.667
H 1.405314 0.713683 -2.652964 0.070 -0.287 -0.217
H 2.233682 1.101629 -1.169910 0.241 -0.150 -0.066
H -3.338338 2.480819 -2.321131 0.070 0.055 0.004
H -4.140484 2.393227 -0.767216 -0.274 -0.221 0.064
H -3.628554 -0.114434 -2.548096 0.425 0.266 0.172
H -5.003549 0.999446 -2.816574 0.043 0.062 0.026
H -5.059053 -1.248843 -1.219538 -0.897 -0.113 -0.124
H -6.242829 0.140737 -1.221521 0.560 -0.400 0.055
H -5.551830 0.227675 0.861400 0.105 -0.215 0.185
Be -7.597729 0.305693 0.064418 -0.084 -2.460 -0.279
Br 0.193232 5.601959 3.682609 -0.853 0.760 0.641
F -0.377483 4.748406 -0.171102 0.066 -0.564 0.302
Be -5.168535 -0.535999 -3.707478 -0.240 -0.429 -0.250
C 2.103714 -4.069522 0.992194 0.063 -0.024 0.280
S 2.618740 -5.238472 -0.276536 -0.025 0.159 -0.221
O 2.078169 -6.561820 0.105455 -0.011 -0.110 0.142
C 4.364627 -5.226850 0.155447 0.112 0.046 0.136
H 1.024244 -3.954481 0.929861 -0.005 -0.049 -0.071
H 2.371753 -4.448150 1.979675 0.011 -0.122 -0.048
H 2.577593 -3.107558 0.816332 0.051 0.010 -0.066
H 4.488975 -5.532417 1.194830 -0.057 -0.036 -0.003
H 4.769855 -4.226370 0.000279 -0.024 -0.001 -0.056
H 4.877258 -5.930831 -0.495931 -0.058 -0.014 -0.040
C -4.308480 -4.067882 -5.524752 -0.190 -0.098 0.138
O -4.670266 -3.599814 -4.221972 0.084 0.334 -0.052
H -3.602467 -3.362612 -5.955057 0.012 0.030 0.057
H -3.836911 -5.049253 -5.455912 0.039 0.017 -0.086
H -5.189564 -4.129343 -6.166210 0.068 -0.016 -0.087
H -5.294246 -4.229772 -3.849030 -0.031 0.066 0.122
Br 3.552568 -0.343169 -3.712917 0.747 0.413 -0.886
F -7.094234 -2.134338 -0.186120 -0.430 2.524 0.157
C 3.497725 3.275665 5.057355 -1.410 0.949 0.994
C 3.517884 4.355776 4.001945 -0.236 0.357 -0.132
O 2.534844 5.016827 3.757157 1.054 -0.026 -0.208
N 4.681745 4.569782 3.307897 -0.218 -0.531 0.273
C 5.962763 3.893907 3.435542 1.082 3.123 -0.074
H 2.515560 3.231007 5.516370 -0.094 0.325 0.028
H 3.709151 2.315580 4.600214 -4.934 3.410 3.118
H 4.237703 3.493447 5.838177 0.026 -0.231 -0.048
H 4.608789 5.308816 2.620883 0.025 -0.040 -0.034
H 6.725741 4.630662 3.693051 0.134 -0.107 -0.128
H 6.208189 3.441674 2.464152 0.324 -0.043 0.243
H 5.934603 3.117176 4.195212 2.182 4.875 0.137
Cs 5.065572 1.574152 3.881377 3.033 -12.154 -4.362